[1]
ORCA calculation (ωB97M-V with the def2-TZVPD basis set) on C24H29AsMnN3O9S2 as an isolated structure.

energy above the lowest of the compared OMol25 structures with the same formula, charge and spin = 29.7 kcal per mole
E_LUMO (alpha / beta) = 2.33 / 2.33 eV
E_HOMO (alpha / beta) = -5.23 / -5.22 eV

```
! wB97M-V def2-TZVPD RIJCOSX def2/J DEFGRID3
* xyz -1 2
C -3.72 3.14 -2.52
H -3.77 -1.23 0.05
H -1.39 -2.28 -1.43
Mn -0.08 0.78 -0.79
O -5.60 4.28 -1.57
H -2.56 -0.51 3.97
C 2.90 -4.04 3.72
O 1.11 -1.06 -1.64
C 2.85 -2.66 3.14
H 3.98 1.56 -4.50
C -2.55 2.43 -2.32
H 0.70 -0.14 2.35
H 3.23 -4.76 2.97
H -2.29 -3.50 1.14
As -1.83 -1.04 1.64
H -1.49 -3.05 -3.05
H 4.47 0.93 -0.29
O 1.84 2.27 2.61
C -3.62 -0.65 0.96
H 4.92 -0.21 2.01
O -0.95 0.86 -3.02
H -4.37 -0.92 1.70
O 4.00 2.19 1.47
C 1.62 -0.70 2.47
H 0.30 -0.42 -4.16
O -2.06 1.95 -4.62
H -3.71 0.41 0.73
S 2.66 1.65 1.61
H -1.51 -1.26 -2.88
N -2.05 2.20 -1.11
H 0.25 -2.03 -4.95
C -1.13 -2.20 -2.49
C 4.00 -0.73 2.27
H 1.92 -4.35 4.08
N 1.86 1.61 0.20
O -2.78 2.46 2.32
C 4.40 1.19 -2.42
C -4.42 3.62 -1.40
C -1.61 -0.34 3.47
C 2.80 -0.07 2.13
C 2.52 1.53 -0.97
H -1.41 0.73 3.43
C 1.64 -1.99 2.97
H 5.43 0.90 -2.57
H -0.81 -0.85 4.00
C 0.77 -1.40 -4.24
H -2.95 -3.13 2.76
C 3.87 1.19 -1.15
H -5.98 4.47 -0.70
S 0.70 -2.14 -2.56
C 4.03 -2.02 2.76
O -1.25 1.30 1.18
C -2.19 2.14 1.29
C -2.11 -2.97 2.08
C 3.59 1.52 -3.50
H 1.82 -1.30 -4.53
H -4.09 3.32 -3.51
H 3.60 -4.07 4.55
H 4.97 -2.54 2.89
O -0.74 -1.17 0.42
C -2.71 2.64 -0.05
C 2.26 1.80 -3.25
H 1.57 2.05 -4.05
H -4.41 3.62 0.77
N 1.73 1.80 -2.03
H 0.71 -2.48 3.25
C -3.90 3.34 -0.14
H -1.19 -3.37 2.51
C -1.78 1.71 -3.45
*
```

=====

[2]
ORCA calculation (ωB97M-V with the def2-TZVPD basis set) on a 2-piece molecular cluster, C9H6F3N3O3S2 overall.

energy above the lowest of the compared OMol25 structures with the same formula, charge and spin = 15.9 kcal per mole
E_LUMO = -1.34 eV
E_HOMO = -8.53 eV

```
! wB97M-V def2-TZVPD RIJCOSX def2/J DEFGRID3
* xyz 0 1
H -0.92 -3.31 -0.65
H 1.42 -3.30 0.38
H 1.27 -0.34 2.48
H 0.68 1.29 1.76
O 2.64 1.37 -2.11
C 4.76 0.70 3.05
C 1.49 0.72 2.25
F 5.09 1.64 3.96
C -0.31 0.02 -0.79
N 3.31 0.47 0.19
N 0.81 1.36 4.13
S 2.98 1.35 2.17
H -0.77 0.99 -0.97
C 1.06 -0.08 -0.63
F 4.57 -0.47 3.69
C 0.96 -2.41 -0.04
C 3.08 -0.93 0.33
O 3.86 -1.68 0.88
H -2.11 -1.16 -0.84
C -0.36 -2.40 -0.53
C 1.68 -1.22 -0.14
F 5.78 0.59 2.21
N 0.09 1.49 4.96
S 2.21 1.27 -0.76
O 1.64 2.43 -0.12
C -1.03 -1.19 -0.73
*
```

=====

[3]
ORCA calculation (ωB97M-V with the def2-TZVPD basis set) on a 2-piece molecular cluster, CH4OS3 overall.

energy above the lowest of the compared OMol25 structures with the same formula, charge and spin = 95.7 kcal per mole
E_LUMO (alpha / beta) = -3.43 / -2.98 eV
E_HOMO (alpha / beta) = -9.06 / -9.03 eV

```
! wB97M-V def2-TZVPD RIJCOSX def2/J DEFGRID3
* xyz 0 1
C -1.62 -0.51 0.23
H -1.07 0.23 0.63
S 1.53 0.44 -0.32
H 2.16 1.54 -1.23
S 3.22 -0.38 0.40
H -2.17 -0.20 -0.61
H -2.31 -0.83 1.04
S -0.58 -1.56 -0.76
O 0.82 1.29 0.64
*
```

=====

[4]
ORCA calculation (ωB97M-V with the def2-TZVPD basis set) on C22H33GeLiN3O9SSe as an isolated structure.

energy above the lowest of the compared OMol25 structures with the same formula, charge and spin = 0.0 kcal per mole
E_LUMO = 2.18 eV
E_HOMO = -5.23 eV

```
! wB97M-V def2-TZVPD RIJCOSX def2/J DEFGRID3
* xyz -1 1
C 2.89 -3.15 3.16
H 3.19 2.61 1.22
H 1.95 -4.15 0.27
H 0.23 4.07 3.46
C 0.09 -2.42 -4.67
H -0.78 2.60 3.34
H 0.47 -5.07 0.46
C -1.31 2.73 -0.49
H 3.12 -6.45 2.49
H 3.41 -0.33 -3.30
C -1.73 -3.30 0.84
O -0.79 6.10 -1.60
H 0.32 -3.13 -5.46
O 2.18 -0.05 -0.22
H 2.52 -2.15 2.95
C 0.60 -0.44 -3.42
C 1.52 0.70 -3.06
O -6.24 3.46 -0.57
C -0.03 -4.18 3.90
O -1.24 -0.07 0.35
C -1.63 4.12 -0.76
H -0.49 -3.22 3.67
C 2.26 3.13 1.47
H 1.93 -0.69 0.46
H -4.56 1.68 -0.38
H 3.16 -3.20 4.22
H -2.42 -2.48 0.62
C -3.73 2.36 -0.47
C -0.01 3.20 2.85
C -3.97 3.72 -0.73
H 0.27 -4.18 4.94
H -0.78 -4.96 3.75
S 1.44 2.17 2.75
H 2.47 4.13 1.86
C 2.86 0.20 -2.51
O -5.49 5.41 -1.07
C 2.74 -0.75 -1.34
C -1.28 -1.65 -2.88
H 1.80 -1.18 -5.06
C 1.04 -4.23 0.86
N -0.57 5.12 -0.89
H 1.48 -7.02 2.82
H -2.14 -1.74 -2.23
O -3.35 -0.34 -0.30
H -0.33 3.49 1.85
H 3.79 -3.33 2.57
O 0.47 4.97 -0.28
H 1.01 1.32 -2.32
H 3.46 1.06 -2.20
H 1.59 3.17 0.61
H 1.71 1.31 -3.95
Ge 1.51 -4.47 2.73
N -5.32 4.23 -0.80
H -1.69 -3.44 -4.00
C 2.22 -6.26 3.07
C 0.92 -1.34 -4.45
C -1.03 -2.59 -3.87
H -1.86 -3.65 1.86
O 1.01 0.88 2.09
Se 0.04 -2.56 0.58
H -3.09 5.64 -1.08
C -2.46 1.86 -0.37
Li 0.38 0.73 0.30
H 2.47 -6.37 4.13
C -2.34 0.36 -0.09
H 3.74 -1.11 -1.08
N -0.49 -0.60 -2.67
H -1.88 -4.12 0.13
C -2.91 4.59 -0.88
O -0.12 2.33 -0.41
H 2.12 -1.61 -1.60
*
```

=====

[5]
ORCA calculation (ωB97M-V with the def2-TZVPD basis set) on a single C5H8O molecule.

energy above the lowest of the compared OMol25 structures with the same formula, charge and spin = 91.9 kcal per mole
E_LUMO = 0.68 eV
E_HOMO = -8.14 eV

```
! wB97M-V def2-TZVPD RIJCOSX def2/J DEFGRID3
* xyz 0 1
C -0.31 -0.12 -0.26
H 1.21 -1.27 -1.30
H -0.45 -1.97 -1.26
H 0.51 1.10 -1.85
H 1.57 0.43 0.82
C 0.57 0.83 0.74
H 0.46 1.85 1.08
H 0.57 -2.02 0.17
H -0.80 1.91 -0.83
H -1.64 0.75 1.28
C 0.31 -1.42 -0.70
C -0.90 -0.07 1.19
O -1.02 -1.11 1.87
C -0.10 1.09 -0.96
*
```

=====

[6]
ORCA calculation (ωB97M-V with the def2-TZVPD basis set) on a single C2H4N2S3 molecule.

energy above the lowest of the compared OMol25 structures with the same formula, charge and spin = 127.4 kcal per mole
E_LUMO (alpha / beta) = -1.63 / -1.72 eV
E_HOMO (alpha / beta) = -7.67 / -7.67 eV

```
! wB97M-V def2-TZVPD RIJCOSX def2/J DEFGRID3
* xyz 0 1
S -2.77 -0.09 -2.51
S -3.30 -2.80 -0.69
S -1.15 -1.91 0.95
C 0.10 -0.45 0.44
H -1.34 1.00 0.47
N -2.27 -1.58 -0.38
N -2.18 -0.53 -1.13
H 0.92 -0.79 -0.21
C -0.52 0.63 -0.22
H -0.24 1.19 -1.16
H 0.56 -0.21 1.39
*
```

=====

[7]
ORCA calculation (ωB97M-V with the def2-TZVPD basis set) on a 5-piece molecular cluster, C23H40F3IO12 overall.

E_LUMO = 0.14 eV
SMILES = O=C1O[C@@H](I)[C@H](CCOCC(F)(F)F)O1.CCOC(C)=O.CCOC(C)=O.CCOC(C)=O.CCOC(C)=O
E_HOMO = -9.50 eV

```
! wB97M-V def2-TZVPD RIJCOSX def2/J DEFGRID3
* xyz 0 1
H 6.72 -1.90 10.62
O 2.78 0.84 7.48
H -8.08 2.54 -7.61
C -0.28 -0.82 0.95
H -1.93 3.30 -1.50
O 3.10 0.13 -4.88
C 2.18 -1.44 7.32
H 1.87 2.11 -6.46
O -0.21 1.40 -0.16
H -2.72 0.29 -1.69
C -8.13 2.43 -3.41
H 1.30 -0.73 3.54
C 2.70 -0.13 6.78
C -9.22 3.41 -3.75
O -7.59 1.66 -4.38
H 1.88 -2.39 3.34
H -4.51 2.39 -2.87
H 2.55 -1.57 8.33
O 4.10 -2.27 9.66
H -0.78 -0.40 -1.12
C -3.97 1.43 -2.93
C 1.47 1.10 -6.29
F -1.52 -1.38 1.02
C 3.13 -1.16 4.59
H -7.76 0.59 -6.09
H 0.80 1.12 -5.44
H 4.01 0.52 -9.25
H 1.47 -0.87 -8.19
C 5.21 -2.51 9.25
C 7.65 -4.57 8.81
H 7.22 -1.70 8.93
O 5.42 -3.63 8.52
H 2.51 0.28 -10.17
I -5.23 -0.17 -2.18
H 0.87 0.80 -7.15
H -8.04 3.64 -6.22
H -1.42 2.71 0.84
C -2.18 1.30 -4.38
C 1.78 -1.56 4.05
H 6.41 -4.63 7.07
C -1.53 1.85 0.15
C -2.61 1.29 -2.16
H -8.78 4.39 -3.91
F -0.19 -0.05 2.09
O -1.66 1.56 -5.36
H 0.93 -0.17 -0.70
H 7.21 -5.47 9.25
H -3.34 2.65 -0.67
C 2.61 0.17 -5.98
H 1.11 -1.87 4.85
O -1.56 1.27 -3.14
F 0.64 -1.83 1.05
H 2.96 -1.65 -8.68
H 6.05 -0.60 9.61
H -6.61 2.72 -6.63
C 6.66 -3.93 7.86
H 7.06 -3.04 7.37
C -7.70 2.67 -6.59
H 3.77 -0.84 3.77
O -7.68 2.37 -2.29
C 6.38 -1.64 9.62
C 2.92 0.43 -9.18
H 2.51 -2.31 6.76
H 8.56 -4.85 8.28
C -0.10 0.02 -0.35
H -9.23 1.43 -5.65
H 3.65 -1.99 5.08
H 1.09 -1.41 7.33
H -9.80 3.13 -4.63
C -2.34 2.36 -1.07
H -9.91 3.45 -2.92
H 7.91 -3.91 9.63
H -2.16 1.10 0.68
H 2.55 1.38 -8.79
O -3.52 0.97 -4.21
O 3.14 -0.58 -6.97
C -8.14 1.54 -5.70
C 2.55 -0.72 -8.27
O 3.03 -0.04 5.47
*
```

=====

[8]
ORCA calculation (ωB97M-V with the def2-TZVPD basis set) on a 3-piece molecular cluster, C4H13NO3 overall.

energy above the lowest of the compared OMol25 structures with the same formula, charge and spin = 65.3 kcal per mole
E_LUMO (alpha / beta) = -4.55 / -9.19 eV
E_HOMO (alpha / beta) = -13.85 / -13.85 eV

```
! wB97M-V def2-TZVPD RIJCOSX def2/J DEFGRID3
* xyz 1 2
O 1.05 2.06 0.71
O 3.61 1.49 1.45
H 4.07 1.77 2.19
H 2.79 1.89 1.30
C 0.42 1.01 0.82
O -4.80 -1.46 -2.31
H -0.73 0.10 -1.73
H -5.57 -1.96 -1.96
H -4.61 -1.71 -3.20
H -0.93 0.07 2.00
H 2.04 0.00 -0.28
C 0.83 -0.10 -0.05
H -0.55 -1.67 0.54
H -1.23 1.59 2.22
N -0.67 1.01 1.73
H 0.62 -0.55 -2.13
H 0.73 1.26 -1.81
H 1.09 -1.43 1.51
C 0.33 0.31 -1.53
H 0.95 -2.25 -0.01
C 0.55 -1.44 0.54
*
```

=====

[9]
ORCA calculation (ωB97M-V with the def2-TZVPD basis set) on a 2-piece molecular cluster, C3H3ClFN overall.

energy above the lowest of the compared OMol25 structures with the same formula, charge and spin = 117.6 kcal per mole
E_LUMO (alpha / beta) = -0.50 / -0.23 eV
E_HOMO (alpha / beta) = -9.72 / -9.23 eV

```
! wB97M-V def2-TZVPD RIJCOSX def2/J DEFGRID3
* xyz 0 1
Cl -1.07 -1.91 -0.32
H -1.31 1.82 -0.09
F -3.15 0.87 -0.01
C -1.05 -0.21 -0.15
H 3.00 -0.08 0.48
C -1.80 0.86 -0.12
N 1.40 0.48 -0.34
H 1.93 -1.42 0.39
C 2.05 -0.42 0.17
*
```

=====

[10]
ORCA calculation (ωB97M-V with the def2-TZVPD basis set) on C13H14BCl2IrN8 as an isolated structure.

energy above the lowest of the compared OMol25 structures with the same formula, charge and spin = 0.0 kcal per mole
E_LUMO (alpha / beta) = -13.64 / -15.75 eV
E_HOMO (alpha / beta) = -21.73 / -21.49 eV

```
! wB97M-V def2-TZVPD RIJCOSX def2/J DEFGRID3
* xyz 4 5
H 1.29 -0.63 7.04
H 4.63 -0.49 -0.07
N -0.01 0.01 -2.69
H -2.42 4.04 -0.57
C -1.85 3.15 -0.36
C 0.36 -0.12 7.31
N -1.25 -0.35 -3.30
H 0.64 0.57 -5.84
H -1.59 3.10 1.85
Cl -0.04 -0.15 4.25
C 2.63 -0.42 -1.00
Cl 0.42 1.36 7.89
N 1.41 -0.09 -0.51
H 1.85 0.77 -3.37
N -0.79 -1.29 -0.58
N -0.76 1.53 0.70
H -1.49 2.22 -2.35
C -1.38 2.22 -1.28
Ir 0.05 0.41 2.10
C -1.10 -0.19 -4.58
B 0.01 -0.01 -1.14
C -1.32 -2.35 -1.11
C 0.86 0.40 -3.58
C 0.22 0.30 -4.88
C 2.85 0.08 1.13
H 2.77 -0.73 -2.02
C -1.83 -3.19 -0.05
N -0.71 1.24 -0.63
H -1.71 -2.73 2.17
H -0.60 -0.62 7.25
N -0.90 -1.35 0.84
C 3.57 -0.31 0.00
H 3.20 0.27 2.13
C -1.50 -2.46 1.15
C -1.44 2.68 0.87
H -2.33 -4.14 -0.14
H -1.90 -0.40 -5.27
N 1.56 0.20 0.81
H -1.37 -2.52 -2.18
*
```

=====

[11]
ORCA calculation (ωB97M-V with the def2-TZVPD basis set) on C12F36KLiN6O24S12 as an isolated structure.

energy above the lowest of the compared OMol25 structures with the same formula, charge and spin = 3.5 kcal per mole
E_LUMO = 5.94 eV
E_HOMO = -1.09 eV

```
! wB97M-V def2-TZVPD RIJCOSX def2/J DEFGRID3
* xyz -4 1
O -0.71 -3.32 4.68
F 4.46 2.29 2.33
F 0.75 -4.27 -3.48
C -3.65 -5.78 1.23
S -0.58 3.69 0.23
O 0.85 -5.75 3.90
O -4.36 -1.79 -1.99
F -4.90 -0.23 3.05
N 3.14 0.04 -2.97
N -3.88 0.17 -0.09
F -1.65 -1.52 -2.88
F 2.23 -4.08 0.81
O 3.80 -0.26 -5.27
F -6.73 0.68 2.63
C 1.77 1.54 -4.66
F 3.90 2.61 0.12
F 1.58 8.37 3.65
S 3.80 6.84 3.45
C -0.99 2.55 1.76
O -0.36 -6.56 1.77
F -5.00 -5.98 1.17
O -2.84 -2.28 -0.08
N -1.70 3.25 -0.75
S -1.51 4.37 -2.10
N -0.20 -4.13 2.16
O 5.03 7.30 2.84
O 5.53 0.40 -1.86
F -3.51 -4.46 1.54
C -1.78 -0.71 -1.88
F 5.15 -2.84 -1.02
O -1.35 -6.74 -2.88
F -2.16 2.93 2.13
F 0.76 0.66 -4.69
F 2.35 2.65 1.73
F -1.67 -1.16 2.56
O 5.47 -1.36 -3.50
F -4.11 4.88 -1.46
S 3.45 0.70 -4.24
F -3.76 3.68 -3.21
F -0.84 -0.77 -0.96
O -6.34 0.65 -0.44
O 0.78 3.36 -0.25
S -5.37 -0.14 0.37
F -0.12 2.90 2.69
F 4.32 -1.07 0.18
S 4.16 4.94 1.71
F -4.91 1.75 2.16
S -2.98 -6.34 -0.51
C 2.16 -5.25 1.50
N 3.37 5.21 2.98
K 1.59 0.56 -0.59
O -0.76 5.01 0.84
S 4.73 -0.57 -2.54
N -1.74 -5.22 -0.79
F 1.90 1.98 -5.92
F 2.78 8.79 1.91
O 5.62 4.97 1.76
Li -2.94 1.79 -0.43
S 0.48 -5.48 2.49
C 3.67 2.99 1.42
O -5.65 -1.67 0.59
C 2.34 7.84 2.68
O 1.54 -2.84 3.90
F 3.08 -2.35 -1.16
O 4.42 1.84 -4.12
S 0.13 -3.01 3.53
C -0.35 -1.30 2.75
F 3.20 -5.37 2.28
F 1.51 2.62 -3.90
F -0.87 1.32 1.24
F 2.15 -6.33 0.72
F -2.00 0.49 -2.34
O -0.87 5.69 -1.80
F 0.35 -1.15 1.64
F 1.55 7.11 1.95
F 1.20 -5.43 -1.69
S -1.46 -5.37 -2.30
O 3.60 5.59 0.56
C 4.27 -1.78 -1.01
F 0.28 -3.40 -1.57
O -2.60 -7.76 -0.52
O -4.13 -6.01 -1.34
F 0.10 -0.34 3.62
O -2.32 -4.47 -3.07
S -3.44 -1.29 -0.94
F -3.12 -6.48 2.26
O -0.97 3.77 -3.30
O 3.84 7.03 4.94
C -3.35 4.71 -2.55
C 0.35 -4.52 -2.28
F -3.42 5.92 -3.24
C -5.52 0.53 2.15
*
```

=====

[12]
ORCA calculation (ωB97M-V with the def2-TZVPD basis set) on a 2-piece molecular cluster, C6H5N7OS overall.

energy above the lowest of the compared OMol25 structures with the same formula, charge and spin = 0.0 kcal per mole
E_LUMO = 0.14 eV
E_HOMO = -8.84 eV

```
! wB97M-V def2-TZVPD RIJCOSX def2/J DEFGRID3
* xyz 0 1
H -0.25 4.05 -1.23
H 2.57 0.36 -1.57
N -2.14 -2.02 0.75
H 3.11 -2.26 1.45
N 1.42 -1.01 0.95
H -3.05 -3.02 -0.83
C -1.10 1.30 -0.01
C -1.59 -0.05 -0.01
N 2.34 -0.16 -0.73
C -2.57 -2.14 -0.45
C 2.68 -1.53 0.80
O -0.45 3.20 0.65
N -1.60 -0.85 1.01
N -0.85 1.98 1.09
S -2.31 -0.74 -1.44
C 1.20 -0.11 -0.05
N -0.91 2.04 -1.14
H 0.74 -1.21 1.65
C -0.51 3.18 -0.67
N 3.26 -1.03 -0.23
*
```